[1]
Computed, not measured: a structure of composition C43H39F6N4O8S2Ta at a distorted geometry, with ωB97M-V/def2-TZVPD.

The geometry in XYZ format:
```
103
Properties=species:S:1:pos:R:3:forces:R:3:mulliken_charge:R:1
Ta 0.129549 -0.119496 0.021085 -0.9478 0.4684 -1.5899 1.37
O -1.200869 -0.878829 1.029264 0.3244 0.0103 0.6159 1.63
C -2.302463 -0.971081 1.956901 0.0093 0.0996 -0.4022 1.66
C -3.217882 0.158881 1.472403 -0.0144 0.0061 -0.0578 -0.88
C -2.572048 1.499146 1.656395 -0.0658 -0.0561 -0.1139 0.01
C -3.148197 2.389713 2.549888 0.0022 -0.0128 -0.0613 -1.08
C -2.581620 3.632002 2.751717 0.0123 -0.0206 -0.0209 -1.10
C -1.442777 3.940463 2.035461 -0.0269 -0.0079 -0.0382 -0.91
C -0.918380 3.006173 1.157713 0.0926 0.0626 0.0576 -0.60
C 0.333664 3.329276 0.414566 -0.0386 -0.0034 0.0514 -1.19
C 1.532282 2.520359 0.928868 -0.1948 -0.5456 0.1188 1.23
O 1.133133 1.084056 0.950562 0.3623 0.0009 0.3182 1.83
C 2.704167 2.546576 -0.063640 0.0487 -0.0394 -0.0779 2.17
C 3.975981 2.045436 0.561554 0.0687 0.0341 0.0828 -0.90
C 5.118644 2.727630 0.522238 -0.0392 -0.0091 -0.0165 -0.71
C 5.213637 4.063300 -0.070648 -0.0287 0.0281 -0.0377 -0.74
C 4.186563 4.603159 -0.724631 0.0480 -0.0102 0.0136 -1.48
C 2.937934 3.818175 -0.960205 0.0539 -0.0088 -0.0393 0.00
C 1.838148 2.928705 2.348999 0.2064 0.1685 -0.0816 1.37
C 2.637474 4.049631 2.557742 -0.0702 0.0181 0.0406 -1.05
C 2.864520 4.513616 3.843935 0.0276 0.0088 -0.0433 -1.03
C 2.293359 3.864808 4.929136 -0.0262 -0.0385 0.0333 -0.98
C 1.491232 2.753076 4.720737 0.0121 0.0256 0.0074 -0.74
C 1.260400 2.287234 3.434246 0.0067 -0.0591 0.0388 0.35
N -1.457132 1.790781 0.950344 0.0794 0.1032 0.4804 0.64
C -2.915945 -2.354710 1.765435 -0.0624 -0.0251 -0.0044 -0.30
C -2.624428 -3.385470 2.651828 0.0700 -0.0501 -0.0182 -0.06
C -3.130558 -4.663703 2.443879 0.0353 0.0174 0.0231 -1.01
C -3.948477 -4.922885 1.356731 -0.0203 0.0133 -0.0530 -0.70
C -4.259739 -3.895343 0.473467 0.0417 -0.0885 0.0245 -0.91
C -3.739980 -2.627152 0.672729 -0.0297 0.0638 -0.0036 -0.73
C -1.792256 -0.741985 3.364982 -0.2055 -0.0183 0.1293 -0.47
C -2.722084 -0.484377 4.372844 0.0250 -0.0183 0.0060 0.06
C -2.309730 -0.309567 5.682428 0.0244 0.0028 -0.0020 -1.05
C -0.960900 -0.398486 6.007438 -0.0163 0.0030 -0.0064 -0.67
C -0.035595 -0.671179 5.014755 -0.0111 -0.0013 0.0296 -0.76
C -0.451851 -0.844611 3.699171 0.0646 -0.0417 0.0148 0.43
H -4.178668 0.126639 1.982700 0.0394 0.0219 0.0355 0.57
H -3.406142 0.007121 0.409851 -0.0544 -0.0331 0.0001 0.64
H -4.041530 2.089580 3.078597 -0.0045 0.0182 0.0168 0.53
H -3.013273 4.335331 3.450430 0.0008 0.0127 0.0018 0.47
H -0.943779 4.892317 2.150364 0.0043 0.0083 0.0167 0.56
H 0.578891 4.381169 0.552670 -0.0174 -0.0191 0.0381 0.94
H 0.164153 3.165216 -0.643644 0.0525 0.1054 -0.0412 0.23
H 3.925004 1.092996 1.078047 -0.0312 -0.0111 -0.0152 0.13
H 6.001907 2.311785 0.987781 0.0178 -0.0152 0.0030 0.52
H 6.134990 4.615945 0.054148 0.0034 0.0093 0.0083 0.50
H 4.252969 5.599623 -1.142919 -0.0193 0.0197 0.0170 0.50
H 2.066046 4.470868 -0.994729 -0.0067 -0.0055 -0.0109 0.64
H 3.091217 4.567359 1.720178 0.0198 -0.0142 -0.0050 0.41
H 3.495390 5.378657 3.998126 -0.0040 0.0088 0.0006 0.50
H 2.475228 4.225039 5.932501 -0.0022 0.0016 0.0071 0.43
H 1.035546 2.242467 5.559131 0.0064 -0.0045 0.0153 0.58
H 0.633103 1.417843 3.294785 0.0032 0.0243 -0.0451 -0.42
H -2.004202 -3.197488 3.518223 -0.0034 0.0092 0.0104 0.51
H -2.899089 -5.451076 3.148543 0.0041 -0.0053 0.0095 0.47
H -4.358084 -5.912787 1.207451 -0.0164 -0.0054 0.0002 0.45
H -4.922866 -4.082436 -0.361329 -0.0080 0.0081 -0.0102 0.55
H -4.006520 -1.850482 -0.032471 0.0064 0.0273 0.0080 0.46
H -3.780726 -0.444078 4.145642 -0.0014 0.0046 -0.0238 0.54
H -3.041475 -0.112693 6.454137 -0.0081 0.0009 0.0048 0.49
H -0.640528 -0.266881 7.031895 0.0085 -0.0021 0.0109 0.48
H 1.016123 -0.753434 5.256473 0.0192 -0.0018 -0.0038 0.58
H 0.291854 -1.078440 2.949482 -0.0412 0.0251 -0.0109 0.13
O -1.366504 0.622384 -1.544567 -0.2366 -0.6185 -0.0556 -0.20
C -1.012149 1.324852 -2.734958 0.0902 0.2222 -0.0490 -0.95
C 0.417024 1.743372 -2.620235 -0.1359 -0.0307 0.0881 1.18
C 0.950099 2.682845 -3.597617 0.0325 -0.0465 0.0380 -1.51
C 2.141999 3.245988 -3.389532 -0.0798 0.0171 -0.0247 -1.09
C 2.959400 2.877674 -2.210294 0.0235 0.0009 -0.0149 -0.64
C 2.422534 1.718167 -1.355669 -0.0507 -0.0452 0.0177 -0.49
N 1.022069 1.304759 -1.584404 0.3219 0.3099 0.0839 0.27
H -1.623647 -0.294427 -1.797271 -0.1989 0.0955 -0.0660 0.26
H -1.647833 2.207547 -2.836396 -0.0226 -0.0176 0.0677 0.47
H -1.167440 0.700517 -3.617935 0.0308 -0.0319 0.0260 0.49
H 0.329405 2.935254 -4.446152 -0.0019 0.0170 -0.0239 0.57
H 2.522603 3.989036 -4.080357 0.0180 0.0078 0.0015 0.52
H 3.990428 2.687873 -2.511481 -0.0095 -0.0218 -0.0084 0.59
H 3.039730 0.830122 -1.412309 0.0190 0.0150 -0.0083 -0.61
F 3.621261 -3.422835 2.979961 -0.0196 -0.0567 -0.0203 -0.17
C 2.826025 -3.559614 1.946605 0.0367 0.0176 -0.0815 0.61
F 1.631968 -3.988903 2.334690 -0.0674 0.0023 0.0123 -0.19
F 3.341438 -4.394451 1.069654 -0.0059 -0.0049 -0.0462 -0.20
S 2.615341 -1.853314 1.186298 -0.4088 0.1115 -0.2962 1.55
O 1.158797 -1.854918 0.730762 0.5768 0.4290 0.9764 -1.31
O 2.911424 -0.933786 2.222599 0.0562 0.0323 0.0881 -0.73
N 3.539802 -1.753126 -0.059005 -0.1084 -0.1355 -0.0648 -0.55
S 2.982757 -1.665111 -1.539282 0.0265 -0.1049 0.1062 1.04
O 1.609379 -1.131841 -1.570453 0.2129 0.0275 0.0092 -0.59
O 3.937445 -1.073178 -2.401017 -0.0124 0.0497 -0.0501 -0.66
C 2.773949 -3.407313 -2.110770 0.1683 -0.0295 -0.0502 0.69
F 3.945965 -4.003653 -2.108251 -0.0556 -0.0159 -0.0107 -0.21
F 2.256758 -3.395935 -3.328381 -0.0077 0.0200 -0.0036 -0.21
F 1.938420 -4.048398 -1.290446 0.0053 0.0167 0.0208 -0.16
C -1.720171 -3.587713 -2.583933 -0.0458 -0.0076 -0.0065 -1.74
C -1.079265 -2.956726 -1.392741 -0.0623 0.2726 0.0484 0.12
N -0.737909 -3.720337 -0.382630 -0.0203 -0.1784 0.0631 0.39
O -0.900705 -1.702569 -1.367319 0.2390 -0.6094 -0.2099 -0.77
H -1.247254 -4.536440 -2.833113 0.0054 -0.0081 0.0153 0.50
H -1.659176 -2.915520 -3.434552 -0.0022 -0.0161 -0.0098 0.33
H -2.769843 -3.783801 -2.355120 -0.0042 0.0124 -0.0057 0.33
H -0.916708 -4.711626 -0.414255 -0.0111 0.0146 0.0210 0.31
H -0.338130 -3.330539 0.459393 -0.0807 0.0191 -0.0331 -0.35
```
Positions in Å, forces in eV/Å.

Properties
2S+1 = 1
total charge = +2
energy above the lowest of the compared OMol25 structures with the same formula, charge and spin = 62.4 kcal/mol



[2]
Computed, not measured: a structure of composition C28H43F2O9S4 at a distorted geometry, with ωB97M-V/def2-TZVPD.

The geometry in XYZ format:
```
86
Properties=species:S:1:pos:R:3:forces:R:3:mulliken_charge:R:1
O 36.466000 25.244000 32.120000 3.6182 0.2671 -0.2883 -0.56
H 37.528000 25.325000 32.041000 -3.7271 -0.4679 0.3827 -0.40
F 39.457000 21.277000 34.753000 -0.1263 0.3383 0.4561 -0.33
C 38.747000 22.280000 35.339000 0.1307 -0.3469 0.7044 0.36
C 37.813000 22.954000 34.586000 0.6169 1.0562 2.2236 0.03
C 37.156000 24.010000 35.206000 0.6295 -0.4913 -0.4695 -0.55
C 37.358000 24.449000 36.469000 -0.4480 -0.2119 3.8444 -0.69
C 38.232000 23.712000 37.305000 0.8088 -2.0329 -4.2136 -0.43
C 38.955000 22.608000 36.688000 -1.1523 1.8284 0.8118 -0.69
H 37.699000 22.891000 33.563000 -0.2218 -0.7267 -2.0884 0.67
H 36.558000 24.607000 34.618000 -1.5111 0.9621 -1.6687 0.54
H 36.659000 25.210000 36.942000 1.2276 -0.6798 -0.8574 0.27
H 38.585000 23.868000 38.268000 -0.1929 0.8810 1.8123 0.45
H 39.647000 22.168000 37.395000 0.2303 -0.6087 -0.6794 0.38
F 30.734000 21.946000 33.421000 -1.5953 -0.2082 0.2228 -0.31
C 32.008000 21.648000 33.352000 2.3488 0.0383 -0.6847 0.64
C 32.508000 20.348000 33.304000 -1.8571 -3.1612 2.3482 -0.48
C 33.865000 20.133000 33.240000 2.4461 0.7894 0.8786 -0.56
C 34.807000 21.244000 33.190000 0.8702 -2.9115 -1.3257 0.28
C 34.326000 22.512000 33.147000 -8.9483 -9.5844 -1.4717 -0.23
C 32.908000 22.673000 33.315000 0.9154 1.7116 -1.2801 -0.55
H 31.832000 19.425000 33.742000 1.4910 2.4338 -1.6961 0.16
H 34.374000 19.177000 33.538000 -1.1062 0.6521 -0.8159 0.32
H 35.936000 20.988000 33.082000 -2.0920 0.6557 0.5235 0.30
H 34.824000 23.181000 33.435000 7.6604 10.3304 2.7350 0.11
H 32.547000 23.716000 33.243000 -0.0318 -0.6689 0.4868 0.34
C 40.056000 25.703000 30.685000 2.9319 -1.2366 1.3487 0.04
C 39.111000 26.870000 30.554000 2.7792 1.8339 4.1844 -0.15
C 38.594000 26.847000 29.241000 -1.2516 1.2163 -1.6652 -0.54
S 39.940000 26.480000 28.197000 0.2303 0.4197 -0.8526 1.24
O 40.701000 27.662000 27.918000 -0.1750 1.2580 0.0207 -0.73
O 39.636000 25.637000 27.114000 -1.4508 -1.2247 -2.3504 -0.71
C 40.864000 25.604000 29.290000 -0.8370 -4.4711 2.6466 -0.59
H 39.376000 24.806000 30.829000 1.1806 0.6254 -0.4332 -0.24
H 40.854000 25.695000 31.621000 -2.2720 0.2596 -2.3108 0.30
H 39.519000 27.851000 30.832000 0.9738 -0.0931 -0.6106 0.31
H 38.437000 26.847000 31.372000 -1.5850 -0.6489 0.2592 -0.13
H 38.196000 27.799000 28.982000 -0.4898 0.6897 -0.6188 0.53
H 37.839000 26.133000 29.275000 -1.4056 -1.6194 -0.9454 0.00
H 41.771000 26.056000 29.088000 2.2832 1.1216 1.0394 0.46
H 41.060000 24.494000 28.996000 -0.9772 1.9064 0.2990 0.23
C 33.860000 26.399000 30.783000 -0.6640 3.4200 3.9403 0.22
C 32.988000 25.231000 30.452000 9.3431 -3.6215 1.3280 0.51
C 31.695000 25.428000 30.464000 -9.6927 0.6848 -2.5185 -0.41
S 31.467000 27.046000 29.905000 -2.8370 2.1537 -3.7675 1.18
O 30.484000 27.923000 30.548000 0.6943 -1.4298 0.0651 -0.73
O 31.350000 26.902000 28.452000 -0.1624 0.2903 0.3577 -0.72
C 33.033000 27.571000 30.235000 2.0388 -0.5845 0.6163 -0.94
H 34.792000 26.273000 30.324000 1.3736 0.0687 -0.4446 -0.20
H 34.150000 26.712000 31.970000 -1.0079 -1.6517 -3.0876 -0.06
H 33.248000 24.521000 31.227000 0.3171 -0.9026 -0.2354 -0.91
H 33.408000 24.905000 29.534000 -0.0124 -0.8260 -1.0757 0.32
H 31.353000 25.687000 31.371000 -1.5833 -0.6026 4.2699 0.32
H 30.929000 24.789000 29.870000 1.5201 0.8639 1.1969 0.35
H 33.012000 28.488000 30.698000 -0.1086 1.7693 2.0962 0.59
H 33.385000 27.876000 29.322000 0.9275 0.3089 -2.7035 0.41
C 37.350000 27.441000 34.796000 3.4856 -1.2775 -0.9307 0.41
C 38.653000 27.692000 35.666000 1.1786 -2.0068 -1.0540 -0.49
C 38.400000 28.942000 36.356000 2.2902 1.8077 2.2364 -0.78
S 37.782000 30.058000 35.185000 0.4927 2.5359 -1.3499 1.09
O 38.954000 30.478000 34.352000 -2.2777 -0.3150 1.3918 -0.66
O 36.861000 31.069000 35.817000 2.0092 -2.1308 -1.4750 -0.69
C 36.828000 28.763000 34.246000 1.2420 0.4601 2.2757 -0.81
H 36.658000 26.860000 35.310000 -1.5019 -0.5119 1.1481 0.19
H 37.768000 26.695000 34.070000 -1.1373 1.0110 -0.2625 -0.36
H 39.616000 27.567000 35.052000 -1.4709 1.3041 0.2465 0.25
H 38.997000 26.980000 36.432000 -1.3030 -0.5161 -0.0809 0.31
H 39.317000 29.334000 36.899000 -1.0876 0.0455 -0.8677 0.42
H 37.640000 28.856000 37.104000 -0.6661 -0.3162 0.5068 0.34
H 37.095000 28.913000 33.233000 -0.4398 0.3032 -1.0582 0.37
H 35.871000 29.053000 34.645000 -0.8616 -0.3740 -0.8501 0.45
C 35.405000 22.245000 29.033000 4.0561 0.1387 -2.8359 -0.70
C 36.198000 21.070000 28.343000 -5.3704 -0.6782 -4.5859 -0.70
C 37.302000 20.525000 29.043000 -2.8357 -1.1857 5.7849 -0.84
S 37.941000 21.881000 29.973000 -3.4192 -0.9963 1.3048 1.14
O 39.015000 22.323000 29.208000 3.0829 2.1163 -1.7555 -0.67
O 38.097000 21.464000 31.320000 0.8224 -0.2954 1.8318 -0.64
C 36.471000 22.921000 29.976000 -0.7939 -2.0951 -3.1127 0.57
H 34.658000 21.895000 29.621000 -2.6062 -0.9877 1.3789 0.46
H 35.103000 22.685000 28.011000 -0.1819 0.7052 2.5235 0.20
H 36.429000 21.439000 27.260000 0.2586 -0.6335 1.9791 0.32
H 35.334000 20.279000 28.092000 1.9922 1.2469 0.5174 0.29
H 38.061000 20.234000 28.512000 4.1456 -1.8435 -3.2125 0.59
H 37.032000 19.676000 29.809000 0.3530 1.6472 -1.3616 0.20
H 36.620000 23.857000 29.615000 1.2092 2.8665 -0.9206 -0.08
H 36.150000 23.047000 30.937000 -0.7303 0.1537 2.6488 -0.18
```
Positions in Å, forces in eV/Å.

Properties
2S+1 = 1
total charge = -1
energy above the lowest of the compared OMol25 structures with the same formula, charge and spin = 0.0 kcal/mol



Among the records above, which one has the lowest energy above the lowest of the compared OMol25 structures with the same formula, charge and spin? C28H43F2O9S4



The highest energy above the lowest of the compared OMol25 structures with the same formula, charge and spin belongs to which entry? C43H39F6N4O8S2Ta